DFT (ωB97M-V with the def2-TZVPD basis set) results for a structure of composition C15H23BClF4IrN3O3 in a non-equilibrium geometry.

## Properties
Total charge   +2
2S+1   2
Kohn-Sham gap (spin up / spin down)   7.96 / 7.00 eV

XYZ file:
```
51
C15H23BClF4IrN3O3 | OMol25 | ωB97M-V with the def2-TZVPD basis set
Ir 0.20 0.14 0.43
C -0.72 0.57 -2.46
C -1.35 1.53 -1.51
N -1.56 0.85 -0.19
C -2.68 -0.17 -0.23
C -2.27 -1.39 0.53
N -0.91 -1.75 0.10
C -0.71 -2.31 -1.27
C 0.45 -1.60 -1.94
N 0.35 -0.13 -1.71
H -1.41 -0.17 -2.86
H -0.33 1.12 -3.31
H -0.68 2.37 -1.32
H -2.28 1.92 -1.90
H -1.76 1.58 0.50
H -3.58 0.24 0.23
H -2.91 -0.37 -1.27
H -2.22 -1.17 1.59
H -2.98 -2.22 0.39
H -0.48 -2.36 0.80
H -0.49 -3.37 -1.23
H -1.65 -2.20 -1.82
H 1.38 -1.93 -1.49
H 0.49 -1.84 -3.01
H 1.26 0.28 -1.92
F 4.13 -1.01 1.16
B 2.88 -1.09 0.66
F 1.87 -0.87 1.70
F 2.57 -2.27 0.03
F 2.57 0.04 -0.21
C 2.29 -1.76 5.89
C 3.05 -0.81 5.02
C 4.35 -1.00 4.68
C 5.03 -0.06 3.87
Cl 6.62 -0.31 3.46
C 4.37 1.11 3.39
C 3.06 1.31 3.68
C 2.39 0.35 4.49
O 1.11 0.44 4.82
C 0.27 1.45 4.23
C -0.06 1.04 2.82
O 0.22 1.81 1.84
O -0.57 -0.07 2.56
H 2.94 -2.52 6.30
H 1.50 -2.25 5.31
H 1.79 -1.23 6.70
H 4.89 -1.88 5.02
H 4.92 1.82 2.79
H 2.55 2.18 3.30
H 0.73 2.43 4.24
H -0.63 1.47 4.83
```

These are the natural (NBO) partial charges, in e, on atoms 1 to 8:
1 Ir 1.32
2 C -0.26
3 C -0.24
4 N -0.50
5 C -0.25
6 C -0.26
7 N -0.53
8 C -0.25